52
Properties=species:S:1:pos:R:3:forces:R:3 method="wB97M-V/def2-TZVPD" homo_energy_ev=-9.22 homo_lumo_gap_ev=9.186 e_lumo_ev=-0.0373 total_energy_ev=-65529.968 smiles="O=C(O[C@@H]1COS(=O)(=O)O1)c1ccccc1.CCOC(=O)C(F)(F)F.CCOC(=O)C(F)(F)F"
O -3.227831 6.327328 -0.470027 -1.47 -5.33 -0.23
C -3.324354 5.074248 -0.389682 2.28 3.56 0.86
O -4.423936 4.321885 -0.890710 1.62 -0.36 1.45
C -4.522517 3.027072 -0.274984 -2.00 -1.63 0.24
C -5.778426 2.130168 -0.808186 1.95 -2.30 -0.95
O -6.882257 2.023954 0.141431 1.48 1.85 1.27
S -6.347192 2.618620 1.617467 1.13 1.38 3.77
O -7.090003 3.846251 2.057296 1.67 -4.09 -1.83
O -5.993948 1.586179 2.668621 -1.86 2.78 -4.00
O -4.818728 3.156087 1.142837 -0.99 -0.65 -1.32
C -2.059565 4.330727 0.287931 1.37 -1.76 0.11
C -1.086155 3.633221 -0.717385 0.29 -0.07 4.19
C 0.130199 2.892886 -0.113246 -2.82 1.92 1.99
C 0.303834 2.880822 1.423093 -2.39 1.40 -0.86
C -0.689069 3.579210 2.423499 -0.61 0.27 -4.34
C -1.894556 4.339707 1.824663 2.29 -1.70 -2.48
H -3.662536 2.277782 -0.405340 -0.63 2.04 0.23
H -6.064620 2.230554 -1.913001 -0.21 0.68 1.94
H -5.334718 1.062519 -0.792747 -0.55 1.58 -0.02
H -1.315163 3.688840 -1.844008 0.54 -0.15 2.04
H 0.850800 2.366685 -0.816673 -0.96 0.77 1.28
H 1.200018 2.329584 1.856201 -1.40 0.83 -0.67
H -0.534231 3.530534 3.548941 -0.15 0.06 -1.82
H -2.680911 4.918309 2.426382 1.47 -1.15 -0.86
C -0.901484 -2.481497 -0.266614 -0.03 0.43 0.03
C 0.035108 -2.959235 -1.360032 -0.20 -0.53 0.66
O 0.145580 -1.983383 -2.410441 0.55 0.98 -0.45
C 0.911816 -0.909766 -2.136167 -0.16 -1.44 1.46
O 1.486480 -0.737970 -1.088937 -0.24 0.41 -1.18
C 0.972410 0.030236 -3.339828 0.05 1.23 -1.54
F -0.249297 0.298832 -3.847312 0.25 -0.32 0.49
F 1.698105 -0.493317 -4.349553 -0.18 -0.18 0.63
F 1.530426 1.222154 -3.048726 -0.19 -0.73 0.37
H -1.877414 -2.222891 -0.685875 0.03 -0.18 0.00
H -1.032667 -3.252552 0.494022 0.02 -0.01 -0.10
H -0.519140 -1.581593 0.221292 0.06 -0.18 0.00
H -0.371377 -3.865951 -1.814434 0.09 0.29 -0.27
H 1.023443 -3.212740 -0.966974 -0.07 0.27 -0.10
C 6.848556 -3.398776 1.938035 -0.25 -0.23 0.25
C 6.292023 -3.165299 0.546338 0.59 0.50 0.28
O 5.360253 -4.197019 0.180586 -1.08 -0.39 -0.02
C 4.141004 -4.116484 0.749718 1.36 1.47 0.45
O 3.808369 -3.253539 1.521770 -0.29 -0.93 -0.62
C 3.239192 -5.244089 0.258092 -1.11 -1.62 -0.41
F 3.834858 -6.452138 0.331485 0.11 0.65 0.10
F 2.877382 -5.073242 -1.032329 0.33 0.33 0.36
F 2.097304 -5.342528 0.964096 0.65 0.49 -0.09
H 7.295628 -4.393726 2.008499 0.09 0.12 -0.10
H 7.603506 -2.650131 2.182955 -0.02 -0.04 -0.09
H 6.062270 -3.351667 2.695211 0.07 0.13 -0.12
H 7.106300 -3.205469 -0.181130 -0.30 -0.25 -0.08
H 5.827235 -2.179394 0.453880 -0.17 -0.22 0.08

***

16
Properties=species:S:1:pos:R:3:forces:R:3 method="wB97M-V/def2-TZVPD" homo_energy_ev=-10.09 homo_lumo_gap_ev=11.141 e_lumo_ev=1.0487 total_energy_ev=-9878.372 smiles="COC(C)=O.C=N"
C -1.369342 -1.273674 -1.098390 -0.22 -0.03 -0.08
O 0.043648 -1.260502 -0.866234 0.07 -0.04 0.13
C 0.394777 -0.945301 0.382755 -0.08 0.04 0.35
C 1.887526 -0.963872 0.592202 0.04 -0.03 0.02
O -0.401352 -0.694027 1.261853 0.28 -0.18 -0.34
H -1.495679 -1.635674 -2.119219 0.01 0.07 0.14
H -1.853718 -1.948196 -0.387787 0.02 0.09 -0.12
H -1.769381 -0.263565 -0.985125 0.07 -0.17 -0.02
H 2.412379 -1.463529 -0.223075 -0.10 0.08 0.09
H 2.256627 0.063121 0.681270 -0.12 -0.12 -0.04
H 2.085174 -1.471547 1.539236 0.01 0.08 -0.13
C -0.376646 2.306847 0.630347 -0.04 -0.09 -0.12
N -0.642303 1.927330 -0.551483 0.11 0.32 0.27
H -0.332147 1.551511 1.416700 -0.03 0.13 -0.08
H -0.183640 3.347158 0.919321 -0.05 -0.10 -0.11
H -0.655924 2.723921 -1.192373 0.02 -0.07 0.05

***

86
Properties=species:S:1:pos:R:3:forces:R:3 method="wB97M-V/def2-TZVPD" s_squared=0.76 total_charge=+2 homo_energy_ev="-12.55 / -12.54" homo_lumo_gap_ev="7.052 / 6.189" multiplicity=2 e_lumo_ev="-5.4939 / -6.3485" total_energy_ev=-145251.568
Ru 0.029731 0.251588 -0.558399 -0.83 -0.39 0.42
Cl 2.495463 -1.188598 5.663485 0.00 0.00 0.00
C 2.253927 -1.076667 3.956282 -0.03 0.00 -0.01
C 3.160729 -1.635536 3.097303 -0.01 0.00 -0.03
C 2.995137 -1.547008 1.700846 0.02 -0.01 0.14
I 4.363670 -2.447241 0.428126 0.01 -0.01 -0.03
C 1.920612 -0.880990 1.142015 -0.14 0.01 -0.07
O 1.726712 -0.768654 -0.151600 0.45 0.07 0.11
C 0.947053 -0.354544 2.052443 -0.01 -0.02 -0.11
N -0.172245 0.201308 1.481103 0.47 0.21 0.46
C -1.085890 0.763048 2.246337 -0.02 -0.16 -0.01
C -0.979105 0.776586 3.644485 -0.01 -0.04 0.02
C 0.104772 0.191383 4.242559 -0.04 0.01 0.01
C 1.106825 -0.413334 3.450785 0.03 -0.04 -0.01
H 4.024898 -2.147795 3.498440 0.00 0.00 0.01
H -1.932908 1.211116 1.744480 0.01 0.05 -0.02
H -1.751178 1.255571 4.229156 0.00 0.00 0.00
H 0.209520 0.191916 5.319227 0.00 0.00 0.00
S 0.574787 2.428828 -0.448710 0.03 -0.03 -0.18
C -1.129116 2.645962 -0.801320 0.07 0.09 -0.02
C -1.835828 3.794194 -1.120750 -0.04 -0.02 0.03
C -3.163953 3.645971 -1.478553 -0.02 -0.04 0.00
C -3.734524 2.374373 -1.526445 0.01 0.05 0.03
C -2.957054 1.282823 -1.203346 -0.05 -0.02 0.22
N -1.683373 1.420452 -0.813633 -0.03 0.14 -0.64
H -1.345701 4.757240 -1.112396 -0.01 0.01 0.02
H -3.755304 4.513531 -1.739193 0.01 0.00 0.00
H -4.764550 2.234643 -1.819734 0.00 0.00 -0.01
H -3.351561 0.275128 -1.235347 0.02 0.00 -0.05
C -1.580152 -2.224667 -5.951804 -0.02 0.00 0.01
C -0.078132 -2.317110 -6.194721 0.03 0.02 0.01
C 0.578092 -3.506252 -5.496043 0.01 0.02 0.02
C 0.643950 -3.352439 -3.977582 0.00 0.03 0.00
N 1.718034 -2.445969 -3.572055 -0.03 -0.02 0.05
C 1.606708 -1.161032 -3.189492 -0.02 0.04 0.05
Se -0.043536 -0.250806 -2.947407 0.18 0.06 -0.14
N 2.828626 -0.650329 -3.008263 0.02 -0.03 -0.06
C 3.194980 0.733584 -2.695962 -0.01 -0.03 0.06
C 3.704024 1.474442 -3.928752 0.00 0.01 0.01
C 2.638190 1.710701 -4.997727 0.00 0.00 0.01
C 1.637033 2.794634 -4.614803 0.00 0.01 0.01
C 3.770832 -1.642076 -3.262017 -0.01 0.04 -0.05
C 5.160262 -1.629702 -3.195405 -0.02 -0.01 -0.01
C 5.802994 -2.811044 -3.506517 0.00 0.01 0.01
C 5.090497 -3.964664 -3.870493 0.00 -0.01 0.00
C 3.711622 -3.974006 -3.937318 0.00 0.00 0.02
C 3.067891 -2.781279 -3.623562 0.00 0.00 -0.01
H -2.032388 -1.466313 -6.589951 0.01 0.01 0.01
H -1.814618 -1.954569 -4.919073 0.01 -0.02 0.00
H -2.069917 -3.175260 -6.171911 0.00 0.01 -0.03
H 0.410420 -1.389662 -5.873619 0.00 0.01 -0.03
H 0.114036 -2.394553 -7.265595 -0.01 -0.03 0.00
H 1.591812 -3.649313 -5.877117 0.00 -0.04 0.01
H 0.028682 -4.423349 -5.721812 -0.03 0.02 -0.01
H 0.822781 -4.309037 -3.483858 0.06 -0.01 -0.02
H -0.286286 -2.937128 -3.590354 -0.02 -0.04 0.00
H 3.955509 0.680609 -1.916150 0.00 0.02 0.01
H 2.321346 1.216478 -2.267411 -0.04 0.00 -0.02
H 4.551424 0.929341 -4.350825 -0.01 -0.01 -0.01
H 4.095205 2.435618 -3.584846 0.02 0.00 -0.01
H 2.114605 0.772434 -5.214247 0.00 -0.01 -0.01
H 3.134414 1.990547 -5.928198 0.01 0.01 0.01
H 1.114615 2.556885 -3.685375 -0.01 -0.01 0.02
H 0.883128 2.925736 -5.391216 0.00 -0.01 0.01
H 2.142741 3.752113 -4.477060 0.00 0.00 0.00
H 5.712992 -0.744651 -2.912994 0.00 0.00 0.00
H 6.883131 -2.849808 -3.475250 0.00 0.00 0.00
H 5.638080 -4.865542 -4.110563 0.00 0.00 0.00
H 3.168212 -4.863945 -4.223702 0.00 0.00 -0.01
N -1.227757 -4.099489 1.921899 -0.01 -0.02 -0.05
C 0.179987 -3.695698 1.553985 -0.02 0.03 0.03
C 0.222786 -3.384590 0.072736 0.03 0.00 0.04
N -0.748371 -2.339846 -0.253975 0.06 0.19 -0.35
C -2.110023 -2.748024 0.068639 0.00 0.03 0.15
C -2.211095 -3.017204 1.558776 0.04 0.00 0.02
H -1.288638 -4.322719 2.916388 0.01 0.04 0.01
H -1.472494 -4.953824 1.414545 -0.01 -0.02 0.04
H 0.848513 -4.509752 1.825973 0.01 -0.01 -0.03
H 0.413801 -2.816154 2.152922 0.01 -0.05 0.01
H 0.033466 -4.305988 -0.499378 -0.01 0.00 0.01
H 1.223595 -3.031433 -0.177395 0.00 -0.01 -0.02
H -0.680037 -2.138986 -1.251203 -0.08 -0.09 -0.03
H -2.427818 -3.641607 -0.489584 0.02 0.00 0.01
H -2.804235 -1.945242 -0.177646 0.00 0.00 -0.02
H -3.202878 -3.348174 1.859112 -0.01 0.00 -0.03
H -1.922183 -2.137077 2.133308 -0.02 0.00 0.01

***

Looking at max |F| for the records above, in order, we have 5.54 0.48 1.01 eV/Å.
Looking at relative energy (zero: lowest compared OMol25 entry of this formula, charge and spin) for the records above, in order, we have 5.443 1.688 0.052 eV.